Entry 1:
Computed, not measured: a molecular structure, C5H6O2 at a distorted geometry, with ωB97M-V with the def2-TZVPD basis set.

Values from the calculation:
energy above the lowest of the compared OMol25 structures with the same formula, charge and spin	92.1	kcal/mol
spin multiplicity	1
Kohn-Sham gap	9.538	eV
HOMO level	-0.3429	hartree

CARTESIAN COORDINATES (ANGSTROEM)
O: -0.7548 2.1618 -0.5035
O: 2.3040 -0.8595 -0.0490
C: -1.2426 -0.6903 -0.3065
C: 0.0652 -0.0826 -0.1860
C: 0.1600 1.4118 -0.2723
C: 1.2967 -0.7217 -0.7008
C: -0.2925 -0.1209 1.2383
H: 1.1820 1.7310 0.0145
H: 0.4775 -0.5633 1.9017
H: -0.9285 0.5992 1.7214
H: -1.5408 -1.7025 -0.0973
H: 1.2243 -0.9888 -1.7723
H: -1.9244 -0.1700 -1.0074

Atoms 1-2, force components in eV/Å:
0.347 -0.185 -0.082
-0.366 -0.077 -0.315

Results of the Mulliken charge analysis, in e, for atoms 1 through 4: O -0.514; O -0.467; C -0.990; C 1.434



Entry 2:
Computed, not measured: a molecular structure, C19H13Cl5INO7Re, with ωB97M-V with the def2-TZVPD basis set.

Values from the calculation:
energy above the lowest of the compared OMol25 structures with the same formula, charge and spin	2.4	kcal/mol
spin multiplicity	2
⟨S²⟩	0.75
Kohn-Sham gap (alpha / beta)	7.518 / 7.310	eV
HOMO level (alpha / beta)	-0.3163 / -0.3095	hartree

CARTESIAN COORDINATES (ANGSTROEM)
Re: -0.0176 0.0127 0.2574
I: 6.5008 0.6310 -5.6841
Cl: -2.0762 3.7850 4.3249
Cl: -0.4556 1.2751 3.6744
Cl: -3.5960 5.3251 2.0986
Cl: -1.7474 1.8052 -1.5325
Cl: -3.4369 4.3199 -0.8540
O: 1.2082 1.0248 -1.0399
O: -1.5529 -3.0977 -1.6848
O: -1.0042 -1.0352 -1.0206
O: -3.5097 -0.1913 0.3224
O: 2.1771 -1.3800 3.2694
O: 1.6265 -1.1068 -0.8664
O: 1.2968 -0.1915 1.5966
N: -0.9635 -1.5994 1.4960
C: 2.9805 0.1502 -2.3941
C: -1.2676 2.0812 2.3670
C: 3.7271 -0.9590 -2.7755
C: -3.4631 -1.4638 0.9322
C: -1.1688 -2.3456 -0.8375
C: -2.6060 3.4791 0.3924
C: 3.2391 1.3972 -2.9526
C: 4.2450 1.5371 -3.8935
C: -2.6808 3.9255 1.7106
C: -1.1585 1.5992 1.0619
C: -1.9993 3.2271 2.6997
C: 1.2537 -1.1286 2.5595
C: 1.9080 -0.0068 -1.3960
C: -1.8448 2.3585 0.1100
C: 4.9860 0.4241 -4.2683
C: -0.0940 -1.8154 2.6804
C: -0.7982 -2.7524 0.5741
C: 4.7342 -0.8250 -3.7150
C: -2.3734 -1.5084 1.9853
H: 0.0466 -2.8784 2.8788
H: -3.3427 -2.2635 0.1972
H: -1.3855 -3.6155 0.8929
H: -3.6075 -0.2831 -0.6305
H: 2.6493 2.2500 -2.6456
H: 3.5114 -1.9214 -2.3315
H: -0.5665 -1.3760 3.5556
H: -2.5576 -2.3783 2.6268
H: 5.3193 -1.6826 -4.0163
H: 0.2568 -3.0328 0.5566
H: -4.4060 -1.6641 1.4510
H: 4.4517 2.5035 -4.3317
H: -2.4376 -0.6091 2.5985

Atoms 1-2, force components in eV/Å:
-0.126 0.168 -0.286
0.004 0.000 -0.004

Results of the Mulliken charge analysis, in e, for atoms 1 through 4: Re 2.071; I 0.109; Cl -0.184; Cl -0.204



Entry 3:
Computed, not measured: 7 unconnected molecules or ions with the total composition C32H48ClN4O18 at a distorted geometry, with ωB97M-V with the def2-TZVPD basis set.

Values from the calculation:
spin multiplicity	1
charge	+1
Kohn-Sham gap	9.883	eV
HOMO level	-0.4422	hartree

CARTESIAN COORDINATES (ANGSTROEM)
Cl: -3.0883 2.4974 1.7810
O: 1.6843 6.6206 -0.5885
O: 4.9503 -4.6162 -1.6794
O: 0.8970 4.8263 0.5200
O: 3.9000 10.0871 -2.4296
O: 1.9713 9.5098 -3.4338
O: -7.4098 -2.0525 6.0609
O: 1.0703 -3.0450 4.7257
O: 2.7416 11.6210 -3.5563
O: 1.4080 -5.1891 4.1198
O: -1.9495 -2.2734 2.6190
O: 2.6909 -3.5790 3.2596
O: -3.8414 -3.2026 3.3307
O: 0.1942 5.2834 -1.5720
O: -7.7734 -4.2466 6.3096
O: -3.0993 -3.5968 1.2353
O: -7.4856 -2.9471 8.1307
O: 3.3902 -5.1803 -0.1615
O: 3.4915 -6.2306 -2.1490
N: 1.1821 -1.8412 0.6576
N: -1.4999 -2.4049 -0.8698
N: 2.3759 1.4974 -4.5055
N: -1.6040 0.1788 -1.9807
C: -2.6019 -0.2382 -0.9820
C: -2.1147 1.7681 0.4397
C: -2.2388 -1.6469 3.8813
C: 0.6645 0.1515 -2.7684
C: -8.0094 -3.9590 4.9299
C: -2.3098 0.2411 0.4340
C: 1.6691 -3.8621 4.1009
C: 0.9275 5.5159 -0.4505
C: 3.2913 -4.8201 2.8604
C: -0.4494 -2.0191 -1.8988
C: -2.8163 -1.7429 -1.0728
C: 5.4189 -5.2306 -2.8881
C: 1.7971 -2.1461 -0.6542
C: 1.4766 2.1223 -3.7529
C: 0.6170 1.5193 -2.8898
C: -3.2152 -2.6213 4.4899
C: 2.7936 10.3311 -3.1665
C: 2.1649 -5.8024 3.0660
C: 3.7672 12.3358 -2.8568
C: 4.1867 -5.9592 -3.3737
C: -7.3197 -2.6254 4.7579
C: 0.3170 6.4346 -2.4223
C: 1.5564 -0.5289 -3.5601
C: 1.6214 7.0401 -1.9633
C: 3.8978 -5.3288 -1.2327
C: -7.5522 -3.0707 6.9551
C: 2.3728 0.1846 -4.3930
C: -0.3027 -0.4890 -1.7743
C: 4.7491 11.2378 -2.5158
C: -0.6509 2.1812 0.6524
C: 0.7992 -2.8658 -1.5325
C: -2.9849 -3.0748 2.3080
H: 3.5527 -5.3360 -4.0069
H: 3.3307 12.7987 -1.9704
H: -1.9785 -0.0911 -2.8866
H: -0.5351 7.0935 -2.2484
H: 0.0172 -0.2328 -0.7650
H: 4.1457 -5.0221 3.5095
H: -3.2746 -2.0752 -2.0004
H: -3.9505 -2.1342 5.1254
H: 0.4697 -3.7602 -0.9940
H: 5.2677 11.4055 -1.5757
H: 3.0902 -0.3682 -4.9921
H: -7.8085 -1.9917 4.0214
H: -6.2660 -2.7349 4.4917
H: 3.6276 -4.7755 1.8304
H: 1.6358 8.1192 -2.0463
H: 4.4153 -6.8817 -3.9000
H: -0.6019 3.0209 1.3296
H: 5.7759 -4.4808 -3.5888
H: -1.3309 -1.5245 4.4663
H: 4.1955 13.1104 -3.4871
H: 1.4312 3.2032 -3.8354
H: -0.0807 2.1087 -2.3229
H: 0.3295 6.1416 -3.4690
H: -3.4338 -2.0433 -0.2350
H: -7.5939 -4.7385 4.2958
H: 1.0274 -2.7136 1.1541
H: -0.8740 -2.2920 -2.8637
H: -1.1271 -2.0575 0.0266
H: 1.2277 -3.2483 -2.4547
H: 2.6355 -2.8332 -0.4910
H: 2.4829 6.6314 -2.4949
H: -3.5432 0.2252 -1.2832
H: -0.1593 2.5024 -0.2625
H: 1.5280 -5.8972 2.1840
H: -1.4234 -0.2198 0.8731
H: 6.2384 -5.9070 -2.6428
H: 2.5085 -6.7901 3.3614
H: 1.6133 -1.6039 -3.5303
H: -0.0736 1.3407 1.0364
H: 2.2212 -1.2500 -1.0960
H: -2.5161 2.1635 -0.4869
H: -2.7243 -3.4134 5.0558
H: 5.4850 11.0729 -3.3043
H: -2.6830 -0.6656 3.7027
H: -3.1847 0.0333 1.0488
H: 1.8659 -1.3220 1.1971
H: -9.0857 -3.8985 4.7586
H: -1.5889 -3.4168 -0.7851

Atoms 1-2, force components in eV/Å:
-0.158 -0.173 -0.139
-0.174 -0.226 -0.104

Results of the Mulliken charge analysis, in e, for atoms 1 through 4: Cl -0.231; O -0.348; O -0.329; O -0.519



Entry 4:
Computed, not measured: a molecular structure, C47H41BiBrN11O6, with ωB97M-V with the def2-TZVPD basis set.

Values from the calculation:
energy above the lowest of the compared OMol25 structures with the same formula, charge and spin	0.0	kcal/mol
spin multiplicity	1
charge	-2
Kohn-Sham gap	5.797	eV
HOMO level	-0.0727	hartree

CARTESIAN COORDINATES (ANGSTROEM)
Bi: -0.4092 -0.0200 -0.0575
Br: 7.4325 -3.6393 -1.2204
O: -3.3058 -1.4611 2.7011
O: 6.7422 -0.3745 -4.4160
O: 3.7991 -1.4400 -1.3915
O: 5.6156 -1.2062 -0.0663
O: -0.8660 -2.0529 4.1889
O: -0.6030 1.1949 -2.1390
N: 0.7236 4.6671 1.3270
N: 1.5741 -1.0221 1.8638
N: -2.0008 -2.1896 -0.5029
N: 0.8505 2.2533 1.5838
N: 2.2582 3.6862 2.9527
N: 2.1101 -0.9084 -7.4688
N: -0.1457 3.6095 3.3439
N: 0.9589 -0.5629 -7.1626
N: 0.4793 -1.2841 -2.2908
N: -2.1203 0.9093 0.3329
N: -1.0916 -1.4283 1.9618
C: 0.5604 -0.2614 -5.8388
C: 3.7042 -0.7038 2.8886
C: 2.1484 2.4032 2.2398
C: 4.5113 -6.0477 0.4228
C: -0.6878 1.3442 -4.4910
C: 3.3900 0.2192 -5.6243
C: 3.4239 -5.1973 0.5721
C: -2.3298 -2.7832 -1.6456
C: 1.0342 -1.2221 3.0632
C: -2.8467 -2.2533 0.5282
C: 5.6901 -5.5573 -0.1189
C: 0.3651 -0.5619 -3.4288
C: -0.3099 4.6864 2.3661
C: 4.2454 -1.7060 -6.7579
C: -5.0051 1.4819 -1.8931
C: 4.7026 -3.3487 -0.3595
C: 2.0285 4.7607 1.9831
C: 3.1370 -0.8932 4.1409
C: -3.5184 2.8444 -0.0074
C: -0.4466 -1.5869 3.1347
C: -5.3510 2.7961 -1.5856
C: 4.5720 0.3307 -4.9257
C: 3.5256 -3.8744 0.1725
C: 4.7302 -1.8418 -0.6664
C: 1.5036 -2.2817 -4.6508
C: 3.2117 -0.8091 -6.5543
C: -0.1982 2.3331 2.6158
C: 5.6026 -0.5856 -5.1302
C: 1.1805 3.7359 3.9442
C: -0.2783 0.8312 -5.7167
C: 1.6492 -2.9696 -3.4806
C: -3.1410 1.5100 -0.3028
C: 1.7787 -1.1518 4.2352
C: -0.3247 0.7168 -3.2900
C: -3.5174 -3.4783 -1.8116
C: 5.4338 -1.6194 -6.0415
C: -4.3983 -3.5424 -0.7433
C: -4.0607 -2.9188 0.4446
C: 7.7071 -1.4035 -4.4307
C: 0.6561 3.3655 0.6473
C: -4.5866 3.4621 -0.6312
C: -3.9403 0.8541 -1.2755
C: 1.1181 -2.4247 -2.2989
C: 2.8771 -0.7597 1.7770
C: 5.7726 -4.2218 -0.4871
C: -2.4403 -1.6454 1.8725
C: 0.8522 -1.0236 -4.6675
H: -6.1822 3.2858 -2.0779
H: -1.2870 4.5843 1.8913
H: 2.4989 -5.5621 1.0017
H: 4.7585 -0.5012 2.7571
H: -1.6225 -2.6805 -2.4591
H: 4.4477 -7.0859 0.7253
H: -4.7035 -2.9180 1.3131
H: -5.3383 -4.0730 -0.8375
H: -1.2871 2.2428 -4.4313
H: -0.2673 5.6480 2.8866
H: 7.2738 -2.3541 -4.1147
H: 4.7107 1.1120 -4.1914
H: 2.8091 4.7141 1.2203
H: 1.1434 -2.9757 -1.3666
H: 1.2403 4.6861 4.4835
H: 1.4361 3.3244 -0.1160
H: 3.7487 -0.8471 5.0348
H: 6.2112 -2.3502 -6.2106
H: 8.1592 -1.5172 -5.4225
H: 1.3233 2.9181 4.6546
H: 8.4760 -1.1076 -3.7214
H: -4.8279 4.4879 -0.3692
H: 2.6816 -3.2048 0.2867
H: -3.6871 -0.1680 -1.5371
H: 6.5479 -6.2033 -0.2514
H: 4.1107 -2.4906 -7.4930
H: -0.5646 1.3350 -6.6337
H: 2.9402 2.3431 1.4900
H: 1.8730 -2.7097 -5.5737
H: 3.2743 -0.5759 0.7859
H: 2.2805 1.5913 2.9554
H: -1.1707 2.2097 2.1358
H: 2.0975 5.7225 2.4997
H: -3.7426 -3.9454 -2.7608
H: -5.5811 0.9342 -2.6327
H: -0.3165 3.2521 0.1630
H: 2.1507 -3.9276 -3.4530
H: -2.9387 3.3812 0.7358
H: 1.2770 -1.3261 5.1768
H: -0.0555 1.5129 3.3239
H: 2.5958 0.9312 -5.4393

Atoms 1-2, force components in eV/Å:
-0.034 0.078 -0.301
0.033 0.039 -0.021

Results of the Mulliken charge analysis, in e, for atoms 1 through 4: Bi 2.085; Br -0.228; O -0.687; O -0.440



Entry 5:
Computed, not measured: C31H44N2O3 in the gas phase, with ωB97M-V with the def2-TZVPD basis set.

Values from the calculation:
energy above the lowest of the compared OMol25 structures with the same formula, charge and spin	1.0	kcal/mol
spin multiplicity	1
Kohn-Sham gap	8.737	eV
HOMO level	-0.3000	hartree
SMILES	CCCCCCc1ccc(N2C[C@H](CCCCC)[C@@H](CC(=O)NCc3ccc(OC)cc3)C2=O)cc1

CARTESIAN COORDINATES (ANGSTROEM)
O: 0.8076 3.7265 -1.5917
O: 0.1034 0.1969 4.7080
O: -2.4170 -0.6277 1.1485
N: -1.6667 0.8960 3.4881
N: -0.2884 -0.9076 0.3169
C: -1.9061 0.3748 -6.1581
C: 0.7621 -1.8098 2.2268
C: 0.5252 0.2595 -3.0866
C: -1.4084 3.5024 1.2531
C: -1.3207 -1.4739 3.7237
C: 1.0639 2.5008 0.5059
C: -3.1539 -2.1874 -3.4924
C: -1.4206 1.4019 -2.3365
C: 0.5215 2.1868 1.7395
C: -1.3746 0.7172 -1.1399
C: -0.7581 -1.9191 2.3690
C: -0.3680 -0.2153 -0.9011
C: 3.3430 -1.4904 4.7420
C: -1.2879 2.2961 3.4717
C: 0.3690 3.3344 -0.3633
C: -1.8360 1.7167 -5.4264
C: -0.4805 1.1838 -3.3360
C: -0.5437 1.9430 -4.6294
C: 3.7750 -2.6616 5.6161
C: 0.5853 -0.4356 -1.8924
C: 2.0690 3.2830 -2.0272
C: -1.2859 -1.0677 1.2188
C: 3.0332 -2.9245 2.6135
C: 1.5138 -3.0225 2.7638
C: 3.6701 -1.6919 3.2614
C: -0.7126 2.6829 2.1332
C: 0.9358 -1.5772 0.7230
C: -3.1817 -0.9404 -4.3671
C: -1.9510 -0.8670 -5.2667
C: -0.8749 3.8313 0.0253
C: -0.8795 -0.0503 4.0337
H: 2.2765 -1.3039 4.8717
H: 0.3128 1.6799 -5.2542
H: -4.0841 -0.9418 -4.9832
H: 2.0277 2.0979 0.2361
H: -0.5409 2.4228 4.2605
H: -2.1668 2.9044 3.7018
H: 1.0740 1.5532 2.4182
H: -2.4093 -1.5315 3.6924
H: -3.1154 -3.0874 -4.1030
H: -2.3743 3.8951 1.5364
H: -3.2168 -0.0659 -3.7169
H: -1.0568 -0.9057 -4.6450
H: 3.3666 -0.7964 2.7147
H: 2.1007 2.1923 -2.1137
H: -2.2785 -2.1705 -2.8460
H: 1.7986 -0.9483 0.4962
H: 1.3759 -1.1555 -1.7481
H: -2.1177 0.9067 -0.3855
H: -1.0393 0.2936 -6.8199
H: 1.2645 -3.1383 3.8189
H: 1.2776 0.0708 -3.8411
H: 1.0408 -2.5335 0.1938
H: 1.1699 -3.9206 2.2417
H: 3.6130 -2.4247 6.6650
H: 1.0945 -0.9220 2.7680
H: -0.9456 -2.1321 4.5081
H: -4.0397 -2.2345 -2.8635
H: 4.7543 -1.7827 3.1508
H: 3.2089 -3.5599 5.3829
H: -2.6963 1.8215 -4.7659
H: -1.4041 4.4758 -0.6584
H: 3.4751 -3.8231 3.0478
H: -1.0818 -2.9510 2.1795
H: -2.3764 0.6083 2.8265
H: 4.8327 -2.8756 5.4729
H: 2.8670 3.6235 -1.3592
H: -0.4724 3.0093 -4.3948
H: -2.7986 0.3817 -6.7903
H: 3.8644 -0.5912 5.0789
H: 2.2128 3.7246 -3.0121
H: -1.9389 -1.7487 -5.9138
H: -2.1978 2.1364 -2.4866
H: -1.9079 2.5057 -6.1800
H: 3.2894 -2.9224 1.5508

Atoms 1-2, force components in eV/Å:
-0.325 0.084 0.179
0.474 0.039 0.201

Results of the Mulliken charge analysis, in e, for atoms 1 through 4: O -0.467; O -0.632; O -0.765; N -0.063



Entry 6:
Computed, not measured: a molecular structure, C7H6AuClN2 at a distorted geometry, with ωB97M-V with the def2-TZVPD basis set.

Values from the calculation:
spin multiplicity	1
Kohn-Sham gap	9.000	eV
HOMO level	-0.3245	hartree

CARTESIAN COORDINATES (ANGSTROEM)
Au: -0.8815 -3.0901 -1.0840
Cl: -0.8729 -5.0582 -2.1461
N: -1.6238 1.0440 -0.6835
N: -1.0274 -1.0891 -0.6107
C: -0.4127 0.9928 0.0381
C: -1.9489 -0.2625 -0.9703
C: 1.9783 0.2504 1.0977
C: 1.1560 -0.7498 0.5829
C: 0.3895 1.9637 0.5620
C: 1.6047 1.5874 1.1074
C: -0.0421 -0.3436 0.0020
H: -2.8570 -0.6284 -1.3909
H: -2.3313 1.7787 -0.5794
H: 2.9697 0.0440 1.4534
H: 0.1028 2.9912 0.7282
H: 2.3507 2.3483 1.3773
H: 1.4458 -1.7787 0.5159

Atoms 1-2, force components in eV/Å:
-0.302 0.409 -0.530
0.104 -0.428 0.140

Results of the Mulliken charge analysis, in e, for atoms 1 through 4: Au 0.153; Cl -0.545; N -0.163; N -0.453